Version 1
30
Properties=species:S:1:pos:R:3 method="wB97M-V/def2-TZVPD" smiles=Cc1ccccc1.Cc1ccccc1 orbital_gap_ev=9.8 e_homo_ev=-8.93
C 2.1960 -1.4495 0.4946
C -1.5388 1.8181 1.8477
C -3.2516 0.3025 1.1031
C -2.9931 0.6363 -0.2156
C -2.4983 0.8530 2.1328
C 2.3370 -2.7817 0.1014
C 1.7491 -0.8041 -1.8082
C -0.6188 2.2987 2.9494
C 2.0098 -2.1180 -2.2128
C 2.3001 -3.0765 -1.2559
C -1.3320 2.1952 0.5253
C 1.9747 -0.4889 -0.4694
C -2.0435 1.6058 -0.5091
C 1.4929 0.3292 -2.7529
H -3.5217 0.1271 -1.0102
H -1.1924 2.6443 3.8099
H 2.3797 -1.1762 1.5268
H 2.3933 0.8805 -3.0455
H -0.6502 3.0157 0.3178
H 1.2110 -0.0172 -3.7539
H 2.3904 -3.5828 0.8232
H -1.8921 1.9371 -1.5318
H 0.7766 1.0138 -2.3081
H 1.7833 0.5430 -0.1771
H 2.3057 -4.1279 -1.5340
H -4.0580 -0.3883 1.3138
H 0.0772 1.5107 3.2376
H 2.1248 -2.2498 -3.2850
H 0.0038 3.1086 2.5615
H -2.6911 0.5414 3.1549

---

Version 2
30
Properties=species:S:1:pos:R:3 method="wB97M-V/def2-TZVPD" smiles=Cc1ccccc1.Cc1ccccc1 orbital_gap_ev=9.7 e_homo_ev=-8.79
C 2.7520 0.3028 1.3203
C -1.5069 0.2878 -1.7524
C -1.0236 -1.6976 -3.0884
C 1.7791 -0.4337 2.0356
C -0.1395 -0.4108 3.8223
C 1.4210 2.3412 1.7378
C 0.6098 1.6675 2.6455
C 0.7567 0.2524 2.7770
C 2.5824 1.7000 1.2061
C -0.3675 0.1204 -0.9319
C -1.7441 -0.5339 -2.8504
C -2.9241 -0.0239 -3.8096
C 0.3260 -1.0767 -1.2320
C 0.0506 -1.9221 -2.2260
H 3.3163 2.2920 0.7880
H -1.2224 -0.4913 3.3624
H -2.8988 -0.6509 -4.7488
H -0.0094 0.6753 -0.0903
H 2.0157 -1.5322 2.2169
H 0.1977 -1.5203 3.9002
H 3.5562 -0.3090 0.8570
H -2.8764 1.0424 -4.0382
H 1.3772 3.5220 1.8478
H -2.2747 1.0251 -1.4669
H 0.6818 -2.8428 -2.4904
H -0.1030 2.2118 3.3003
H -0.2515 0.0879 4.7047
H -3.9271 -0.3279 -3.3658
H 1.1687 -1.3454 -0.5972
H -1.3223 -2.4100 -3.8336

---

Least stable of them? version 2.